Model one:
{
  "formula": "C24H68N6O7",
  "method": "the ωB97M-V functional and the def2-TZVPD basis",
  "species": ["H", "H", "H", "H", "H", "N", "C", "C", "C", "H", "H", "H", "C", "H", "H", "H", "N", "H", "H", "H", "C", "H", "H", "C", "O", "C", "C", "C", "H", "C", "H", "H", "N", "H", "H", "N", "H", "H", "H", "C", "C", "C", "C", "H", "H", "H", "H", "C", "H", "H", "O", "H", "H", "C", "H", "C", "C", "C", "H", "O", "H", "H", "C", "H", "H", "C", "H", "N", "H", "H", "H", "H", "H", "H", "H", "H", "H", "O", "O", "C", "H", "H", "O", "H", "H", "H", "H", "H", "C", "H", "H", "H", "O", "H", "H", "H", "H", "H", "H", "H", "H", "H", "C", "N", "H"],
  "coordinates": [[2.488, -8.550, 18.192], [8.546, -4.977, 12.696], [0.596, -8.341, 20.696], [5.772, -11.938, 22.157], [5.244, -4.654, 17.081], [6.356, -11.601, 21.399], [4.921, -13.216, 20.181], [-1.279, -4.090, 21.760], [2.311, -4.332, 16.687], [-1.374, -5.262, 23.573], [0.591, -3.861, 23.543], [7.379, -9.835, 11.714], [6.641, -11.860, 18.962], [-1.859, -3.340, 22.296], [6.586, -8.706, 19.208], [2.735, -10.007, 15.881], [6.079, -6.705, 12.306], [7.126, -6.174, 15.397], [7.259, -12.057, 21.435], [6.690, -8.063, 17.828], [4.255, -8.678, 16.770], [-0.068, -7.202, 22.667], [11.518, -6.912, 17.237], [7.409, -8.747, 11.811], [7.193, -8.580, 18.473], [4.550, -4.348, 17.865], [7.388, -5.158, 15.086], [9.277, -9.374, 13.173], [6.443, -6.254, 11.465], [3.330, -8.005, 17.775], [3.799, -2.771, 16.619], [4.798, -9.474, 17.283], [2.777, -2.786, 18.459], [5.599, -11.302, 14.233], [4.904, -11.149, 19.938], [9.157, -5.488, 13.325], [10.146, -8.823, 13.554], [5.130, -3.765, 18.582], [3.019, -7.009, 17.450], [3.461, -9.231, 15.602], [5.104, -8.400, 10.916], [8.868, -5.097, 14.709], [0.244, -7.513, 20.069], [6.800, -6.526, 13.004], [4.196, -14.978, 21.998], [2.360, -6.544, 14.278], [4.756, -9.427, 10.795], [4.796, -11.062, 14.930], [3.987, -11.792, 14.826], [1.310, -6.431, 15.731], [3.908, -13.097, 21.155], [5.238, -11.123, 15.931], [1.589, -3.617, 16.259], [-0.622, -6.510, 22.012], [7.283, -4.577, 16.010], [6.041, -8.168, 12.072], [11.672, -6.935, 16.145], [5.686, -11.894, 20.147], [-1.623, -6.946, 21.870], [0.133, -6.340, 20.841], [2.908, -8.409, 15.154], [-1.988, -4.510, 21.032], [3.406, -3.506, 17.333], [12.739, -6.845, 15.963], [7.199, -12.799, 18.863], [-0.728, -5.176, 22.698], [2.622, -14.153, 22.299], [5.222, -7.675, 16.319], [4.772, -6.810, 16.021], [5.624, -14.016, 20.456], [0.907, -7.300, 19.238], [1.253, -4.810, 22.424], [2.971, -14.911, 20.732], [4.204, -5.280, 18.316], [-0.736, -7.797, 19.657], [7.373, -11.060, 19.080], [4.230, -7.760, 11.031], [8.262, -8.422, 12.918], [4.329, -9.767, 14.610], [9.604, -6.026, 15.661], [3.451, -2.178, 18.905], [9.638, -9.835, 12.251], [2.852, -5.045, 15.583], [5.560, -8.119, 9.958], [3.976, -7.768, 18.635], [5.583, -8.567, 12.980], [8.980, -10.076, 13.954], [1.156, -5.265, 14.416], [1.881, -5.869, 14.982], [8.947, -6.470, 13.159], [9.314, -5.784, 16.696], [5.689, -8.025, 15.485], [10.986, -5.911, 15.497], [2.027, -2.195, 18.116], [9.305, -4.109, 14.878], [7.833, -8.266, 10.921], [6.126, -11.679, 18.020], [-0.475, -3.678, 21.154], [11.312, -7.919, 15.804], [9.264, -7.060, 15.465], [6.672, -4.811, 14.344], [4.439, -13.429, 19.218], [3.405, -14.352, 21.573], [0.614, -4.823, 23.216], [1.847, -4.968, 17.446]],
  "mulliken_charge": [0.53, 0.38, 0.32, 0.27, -0.22, -0.68, -0.97, -1.19, -0.60, 0.37, 0.25, 0.58, -1.09, 0.35, 0.33, 0.50, -0.55, -0.07, 0.26, 0.29, 1.42, 0.44, 0.31, -0.82, -0.68, -0.68, -0.93, -0.94, 0.34, -1.15, 0.20, -0.64, -0.67, 0.26, 0.10, -0.74, 0.20, 0.53, -0.15, -0.86, -1.83, 0.40, -0.35, -0.13, 0.31, 0.13, 0.35, -0.20, 0.29, 0.36, -0.28, -0.21, 0.48, -0.88, 0.44, 1.37, -0.69, 0.79, 0.36, -0.19, -0.09, 0.30, 0.49, 0.26, 0.48, 0.32, 0.24, -0.01, 0.09, 0.35, -0.26, 0.26, 0.30, 0.02, 0.36, 0.42, 0.41, -0.15, -0.16, -0.86, 0.24, 0.46, -0.24, 0.42, 0.39, -0.40, 0.29, 0.42, -0.79, 0.13, 0.48, 0.00, -0.38, 0.24, 0.36, 0.23, -0.16, 0.29, 0.23, 0.23, 0.61, 0.37, -0.76, -0.75, 0.17],
  "multiplicity": 1,
  "total_charge": 0,
  "gap_ev": 9.26,
  "smiles": "COC[C@H](C)N.COC[C@H](C)N.COC[C@H](C)N.COC[C@H](C)N.COC[C@H](C)N.COC[C@H](C)N.O",
  "e_homo_ev": -8.69
}



Model two:
{
  "formula": "C24H68N6O7",
  "method": "the ωB97M-V functional and the def2-TZVPD basis",
  "species": ["C", "O", "H", "H", "H", "H", "H", "H", "C", "C", "C", "O", "H", "H", "H", "H", "H", "H", "H", "O", "H", "H", "O", "H", "N", "H", "H", "H", "C", "C", "H", "H", "C", "H", "H", "H", "C", "C", "H", "C", "C", "N", "H", "H", "H", "H", "H", "C", "H", "H", "N", "H", "C", "H", "H", "N", "H", "H", "H", "H", "C", "H", "H", "H", "O", "H", "H", "H", "H", "H", "H", "C", "H", "C", "H", "C", "H", "C", "H", "C", "H", "N", "H", "C", "H", "N", "H", "O", "H", "H", "H", "C", "C", "H", "H", "H", "C", "H", "C", "H", "H", "H", "O", "H", "H"],
  "coordinates": [[-2.863, 2.867, -0.235], [-3.600, -2.512, 3.847], [2.028, -4.778, -1.965], [3.364, 2.015, -3.046], [-3.764, 2.434, 6.875], [6.675, -2.866, -4.068], [2.975, 5.879, -0.741], [-4.095, -2.360, 1.786], [-2.865, 0.468, -0.648], [5.455, -0.325, -0.814], [-3.780, 1.552, 6.234], [1.752, 4.637, -1.710], [4.989, -2.480, -4.328], [2.065, 2.982, -0.856], [-2.576, -0.087, 3.034], [-1.262, -3.081, -2.100], [-0.642, -3.559, 1.339], [1.476, -0.252, 0.996], [-1.202, -2.025, 1.761], [-3.860, 1.673, 4.833], [-1.899, -0.570, 5.250], [0.908, -4.358, -0.749], [0.646, -0.557, 0.630], [6.946, 0.571, 0.433], [4.416, 0.028, 0.148], [-0.626, -1.006, 4.140], [-0.472, 0.436, 5.132], [-2.940, -2.859, -5.078], [5.725, -2.710, -3.558], [2.752, 3.981, -2.497], [-3.700, -4.870, 0.929], [1.041, -1.647, -1.331], [1.179, 2.047, -3.261], [2.856, 4.395, -3.500], [-1.636, 1.321, 1.815], [1.289, 2.084, -4.345], [2.106, 5.996, -1.389], [-1.774, 4.357, -1.836], [3.680, 0.147, -0.533], [-2.673, 1.962, 4.010], [-3.853, -3.078, 2.570], [-0.550, 3.680, 0.005], [0.972, 0.989, -3.097], [5.570, 0.605, -1.372], [-0.003, -0.355, 1.305], [-3.810, 2.987, -0.761], [2.339, -3.291, -1.104], [-1.919, 0.637, 3.518], [-0.785, -4.625, -2.676], [3.741, 4.123, -2.062], [0.952, -1.692, -2.336], [-2.743, 4.725, -2.171], [-0.620, -3.560, -2.838], [6.688, -1.208, 0.656], [1.420, -3.318, -3.553], [-2.807, -5.029, 1.373], [1.352, 6.583, -0.866], [-3.058, 2.380, 3.080], [4.932, -2.468, -0.990], [-1.920, -2.918, 0.349], [-2.489, -3.198, -4.145], [-2.773, -4.218, -3.885], [-4.840, -0.762, 3.855], [0.287, 2.645, -3.076], [-2.226, 1.678, -0.537], [-2.109, -5.277, 0.686], [-1.522, 3.443, -2.374], [-4.758, 1.139, 6.485], [-5.494, -2.231, 4.583], [0.214, 3.937, -0.603], [-1.063, 5.130, -2.128], [-1.564, -2.978, 1.377], [-0.405, 1.700, 2.767], [2.488, 2.476, -2.589], [1.543, 1.481, -1.169], [-2.570, -3.879, 2.205], [-2.833, -2.580, -3.316], [1.543, -3.912, -1.515], [-3.090, 2.901, 0.830], [6.772, -0.387, -0.056], [5.519, -3.614, -2.985], [-0.971, 0.921, 2.462], [-2.956, 0.917, 6.558], [-1.176, -0.157, 4.547], [-0.602, 2.685, -0.160], [2.357, 2.078, -1.198], [0.026, -1.358, -2.562], [-1.097, -3.060, -4.076], [-4.239, -1.222, 5.352], [-1.963, 2.673, 4.432], [2.372, 6.568, -2.278], [-1.887, 4.098, -0.435], [-4.581, -1.660, 4.415], [-3.510, 0.302, 0.214], [-2.101, 5.008, 0.125], [4.665, 0.917, 0.558], [4.964, -1.570, -1.606], [-4.657, -3.814, 2.583], [0.829, -3.075, -2.669], [-3.304, 0.203, -1.610], [-2.091, -4.237, 3.117], [7.593, -0.519, -0.761], [5.893, -1.567, -2.749], [-2.091, -0.276, -0.461], [3.906, -1.446, -1.838]],
  "mulliken_charge": [-0.23, -0.35, 0.46, 0.30, 0.29, 0.28, 0.36, 0.26, -0.95, 0.68, -0.65, -0.28, 0.24, 0.36, -0.19, -0.16, 0.32, 0.17, -0.40, -0.35, 0.30, 0.25, -0.32, 0.44, -0.64, 0.31, 0.42, 0.27, -0.73, -1.29, 0.23, -0.10, -1.49, 0.45, -0.38, 0.52, -1.02, -1.34, -0.06, -0.48, -0.65, -0.63, 0.32, 0.16, 0.23, 0.61, 0.21, 1.14, 0.53, 0.55, -0.24, 0.45, -0.47, 0.34, 0.22, -0.71, 0.27, 0.09, 0.41, 0.14, -0.62, 0.32, 0.34, 0.16, -0.19, 0.26, 0.13, 0.25, 0.44, 0.24, 0.34, -0.50, 0.26, 0.71, -0.03, 0.38, 0.15, -1.33, -0.15, -1.63, 0.30, -0.15, 0.29, -1.60, 0.41, -0.34, 0.25, -0.37, 0.20, 0.37, 0.35, 0.28, -0.84, 0.42, 0.31, 0.33, -0.21, 0.49, 0.69, 0.33, 0.27, 0.32, -0.38, 0.13, 0.12],
  "multiplicity": 1,
  "total_charge": 0,
  "gap_ev": 9.23,
  "smiles": "COC[C@H](C)N.COC[C@H](C)N.COC[C@H](C)N.COC[C@H](C)N.COC[C@H](C)N.COC[C@H](C)N.O",
  "e_homo_ev": -8.61
}



The least stable of them is model two.